22
Properties=species:S:1:pos:R:3 method="wB97M-V/def2-TZVPD" homo_lumo_gap_ev="4.681 / 4.629" homo_energy_ev="-7.69 / -7.67"
C 0.96 -1.24 -0.57
C -0.78 -2.54 0.77
C -1.50 -0.67 -0.79
C 1.22 4.06 -0.58
C -0.40 -1.28 0.03
N 1.05 2.75 -0.43
O 1.67 1.94 -1.16
O 0.22 2.24 0.44
O -1.53 0.08 2.15
O 0.85 -0.48 2.34
S -0.27 -0.13 1.52
H 1.70 -1.64 0.12
H 0.99 -1.83 -1.49
H 1.25 -0.22 -0.84
H -0.86 -3.37 0.07
H -1.74 -2.42 1.28
H -0.02 -2.79 1.51
H -2.37 -0.46 -0.17
H -1.17 0.26 -1.25
H -1.81 -1.35 -1.58
H 1.88 4.37 -1.37
H 0.65 4.74 0.01